Molecular formula: C5H8ClNS
Method: DFT, wB97M-V/def2-TZVPD

Summary:
lowest unoccupied orbital energy	0.575	eV
total charge	0
total energy	-30161.100	eV
Kohn-Sham gap	8.943	eV
highest occupied orbital energy	-8.4	eV
structure (SMILES)	S=CN1CC[C@H]1CCl

Bonds (Å) are listed after each position.
Atoms and positions in Å:
1 S 2.894 -0.218 1.492  C2 1.643
2 C 2.064 0.495 0.266  S1 1.643, N3 1.367, H9 1.120
3 N 0.788 0.300 -0.185  C2 1.367, C4 1.452, C6 1.467
4 C 0.079 1.039 -1.215  N3 1.452, C5 1.528, H10 1.095, H11 1.095
5 C -1.228 0.600 -0.555  C4 1.528, C6 1.580, H12 1.055, H13 1.137
6 C -0.393 -0.093 0.593  N3 1.467, C5 1.580, C7 1.568, H14 1.077
7 C -0.788 -1.606 0.707  C6 1.568, Cl8 1.787, H15 1.069, H16 1.010
8 Cl -0.120 -2.488 2.111  C7 1.787
9 H 2.484 1.244 -0.452  C2 1.120
10 H 0.269 2.117 -1.203  C4 1.095
11 H 0.268 0.633 -2.214  C4 1.095
12 H -1.767 0.009 -1.243  C5 1.055
13 H -1.895 1.472 -0.258  C5 1.137
14 H -0.319 0.296 1.595  C6 1.077
15 H -0.539 -2.129 -0.191  C7 1.069
16 H -1.795 -1.673 0.754  C7 1.010